# 1
# C33H64N3O10

A 5-piece molecular cluster, C33H64N3O10 overall in a non-equilibrium geometry (the ωB97M-V functional and the def2-TZVPD basis, the OMol25 dataset).

Orbital gap: 8.292 eV
HOMO level: -11.29 eV
Charge: +1

Each line ends with the Löwdin charge.
Positions of all 110 atoms, in Å:
C: 7.750 -0.376 -0.303  -0.077
C: 6.172 -0.605 -0.457  -0.229
N: 5.910 -0.562 -1.951  -0.004
C: 4.469 -0.616 -2.073  -0.197
C: 3.649 -1.817 -1.757  0.056
C: 2.198 -1.724 -1.920  0.066
N: 1.560 -0.550 -2.347  -0.067
O: 0.209 -0.594 -2.481  -0.036
C: -0.392 -0.003 -1.285  -0.132
C: -1.740 -0.679 -0.836  -0.292
C: -2.578 -1.032 -2.166  -0.060
C: -2.668 0.268 0.024  -0.150
C: -2.091 0.657 1.443  -0.390
C: -1.684 -0.619 2.319  -0.082
C: -0.931 1.740 1.417  -0.080
C: 2.289 0.595 -2.615  -0.075
C: 1.597 1.933 -3.049  -0.038
C: 1.608 2.913 -1.778  -0.320
O: 2.050 2.265 -0.569  -0.077
C: 2.616 4.122 -2.039  -0.221
N: 2.922 4.824 -0.752  -0.013
C: 3.773 0.620 -2.505  0.084
H: 8.034 0.522 -0.917  0.076
H: 8.039 -0.284 0.776  0.070
H: 8.228 -1.288 -0.758  0.086
H: 5.651 0.267 0.030  0.119
H: 5.870 -1.590 -0.019  0.119
H: 6.187 0.388 -2.226  0.106
H: 4.127 -2.758 -1.401  0.125
H: 1.528 -2.598 -1.698  0.159
H: 0.335 -0.072 -0.419  0.135
H: -0.587 1.092 -1.464  0.096
H: -1.538 -1.673 -0.343  0.134
H: -3.691 -0.930 -1.963  0.083
H: -2.425 -2.092 -2.503  0.080
H: -2.369 -0.297 -3.001  0.067
H: -2.992 1.166 -0.580  0.129
H: -3.615 -0.325 0.223  0.117
H: -2.953 1.134 2.011  0.129
H: -2.593 -1.272 2.416  0.079
H: -0.829 -1.132 1.796  0.069
H: -1.423 -0.273 3.360  0.085
H: -0.968 2.482 2.256  0.082
H: 0.049 1.170 1.513  0.073
H: -0.869 2.235 0.399  0.066
H: 0.518 1.762 -3.317  0.095
H: 2.112 2.353 -3.952  0.135
H: 0.555 3.275 -1.574  0.150
H: 3.023 2.280 -0.517  0.091
H: 3.607 3.725 -2.417  0.110
H: 2.122 4.809 -2.786  0.124
H: 2.055 4.944 -0.211  0.080
H: 3.262 5.749 -1.029  0.072
H: 4.324 1.559 -2.756  0.124
O: -1.717 2.096 -3.188  0.060
C: -2.582 2.395 -3.982  -0.504
O: -2.703 1.708 -5.124  0.008
C: -3.808 1.841 -6.032  -0.219
C: -3.579 2.975 -7.010  -0.061
C: -3.468 3.588 -3.748  0.027
H: -4.751 1.938 -5.491  0.119
H: -3.864 0.899 -6.581  0.126
H: -3.508 3.937 -6.499  0.069
H: -4.394 3.028 -7.734  0.087
H: -2.640 2.830 -7.548  0.085
H: -2.968 4.484 -4.120  0.101
H: -3.633 3.689 -2.675  0.096
H: -4.452 3.499 -4.202  0.079
O: 9.392 -0.858 3.228  0.093
C: 10.494 -0.455 2.954  -0.531
O: 10.966 -0.594 1.702  -0.013
C: 12.166 0.024 1.216  -0.232
C: 13.381 -0.829 1.517  -0.064
C: 11.394 0.122 4.015  0.012
H: 12.265 1.043 1.595  0.114
H: 12.046 0.108 0.134  0.122
H: 13.532 -0.946 2.592  0.069
H: 14.280 -0.381 1.090  0.084
H: 13.256 -1.831 1.103  0.086
H: 11.932 -0.688 4.508  0.100
H: 10.775 0.639 4.747  0.093
H: 12.101 0.858 3.638  0.072
O: -6.890 1.494 -0.461  0.080
C: -7.211 0.742 0.431  -0.531
O: -7.379 1.205 1.680  0.001
C: -7.951 0.439 2.749  -0.223
C: -6.897 -0.395 3.447  -0.064
C: -7.335 -0.737 0.183  0.010
H: -8.793 -0.160 2.397  0.115
H: -8.363 1.164 3.455  0.122
H: -6.453 -1.127 2.771  0.043
H: -7.327 -0.927 4.297  0.076
H: -6.084 0.241 3.805  0.084
H: -6.355 -1.203 0.288  0.084
H: -7.694 -0.885 -0.836  0.092
H: -8.051 -1.234 0.834  0.069
O: -6.442 -3.320 2.159  0.084
C: -6.765 -4.076 3.042  -0.512
O: -6.937 -3.614 4.292  -0.010
C: -7.512 -4.378 5.362  -0.225
C: -6.461 -5.212 6.065  -0.063
C: -6.887 -5.556 2.788  0.015
H: -8.354 -4.977 5.008  0.116
H: -7.925 -3.653 6.065  0.124
H: -6.015 -5.947 5.392  0.068
H: -6.896 -5.741 6.914  0.085
H: -5.649 -4.577 6.424  0.086
H: -5.906 -6.020 2.896  0.099
H: -7.242 -5.700 1.768  0.094
H: -7.605 -6.054 3.436  0.073

# 2
# C33H66BeCl6N3O11P2Y

C33H66BeCl6N3O11P2Y as an isolated structure in a non-equilibrium geometry (the ωB97M-V functional and the def2-TZVPD basis, the OMol25 dataset).

Orbital gap (spin up / spin down): 5.265 / 5.064 eV
HOMO level (spin up / spin down): -5.06 / -5.06 eV
Charge: -1
Multiplicity: 4
Relative energy (zero: lowest compared OMol25 entry of this formula, charge and spin): 0.00 kcal/mol

Each line ends with the Mulliken spin population.
Positions of all 123 atoms, in Å:
Be: -0.205 -1.313 2.055  0.002
Y: 0.923 -2.825 -0.752  0.004
P: 2.952 -3.079 0.922  -0.001
O: 1.675 -2.360 1.572  0.004
O: 3.080 -2.281 -0.445  -0.001
O: 2.220 -4.303 0.235  0.001
O: 4.211 -3.312 1.696  0.000
P: -1.447 -1.903 -0.384  0.004
O: -2.835 -1.329 -0.198  0.000
O: -0.213 -0.934 -0.106  0.023
O: -0.962 -2.636 -1.724  -0.009
O: -0.861 -2.867 0.710  0.003
C: 3.725 0.163 3.832  0.001
C: 3.746 1.497 3.017  -0.050
C: 5.018 1.565 2.206  0.026
C: 5.093 2.709 1.227  -0.019
C: 3.955 2.545 0.237  0.021
C: 2.561 2.438 0.919  -0.038
N: 2.565 1.568 2.127  0.555
O: 1.375 1.196 2.610  0.428
C: 2.121 3.858 1.262  0.027
C: 1.621 1.917 -0.147  -0.017
C: 3.686 2.653 4.069  0.040
H: 2.867 0.042 4.494  0.000
H: 4.655 -0.065 4.347  0.000
H: 3.475 -0.647 3.139  0.007
H: 5.968 1.548 2.745  -0.001
H: 5.149 0.701 1.547  -0.009
H: 6.019 2.674 0.648  0.000
H: 5.121 3.694 1.701  0.000
H: 4.050 1.688 -0.431  -0.004
H: 3.980 3.420 -0.415  0.000
H: 2.186 4.449 0.350  0.002
H: 1.117 3.850 1.692  -0.002
H: 2.659 4.345 2.077  0.003
H: 1.688 2.333 -1.153  -0.003
H: 1.662 0.838 -0.214  0.023
H: 0.564 2.049 0.096  0.000
H: 4.525 2.554 4.758  0.001
H: 2.728 2.460 4.553  -0.003
H: 3.690 3.674 3.691  0.000
C: 3.419 -2.584 -4.634  0.011
C: 2.539 -1.342 -5.063  0.022
C: 2.315 -1.541 -6.552  0.006
C: 1.195 -0.613 -7.088  -0.007
C: -0.048 -0.554 -6.264  0.010
C: 0.245 -0.358 -4.703  0.032
N: 1.308 -1.250 -4.265  0.368
O: 1.521 -1.155 -2.932  0.497
C: 0.344 1.159 -4.447  0.041
C: -1.117 -0.789 -4.121  0.002
C: 3.532 -0.189 -4.918  0.042
H: 4.197 -2.662 -5.390  0.000
H: 2.743 -3.437 -4.580  -0.001
H: 3.868 -2.422 -3.654  -0.002
H: 3.196 -1.389 -7.176  -0.001
H: 2.114 -2.594 -6.775  -0.002
H: 0.920 -0.994 -8.074  0.001
H: 1.628 0.385 -7.187  0.000
H: -0.633 -1.417 -6.592  -0.002
H: -0.696 0.293 -6.491  0.000
H: 0.577 1.720 -5.358  0.001
H: -0.652 1.538 -4.232  -0.002
H: 1.168 1.376 -3.768  0.000
H: -1.283 -1.855 -4.291  -0.007
H: -1.097 -0.654 -3.039  -0.001
H: -2.067 -0.360 -4.443  0.001
H: 3.184 0.755 -5.349  0.000
H: 4.506 -0.411 -5.351  0.001
H: 3.724 0.078 -3.876  -0.003
C: -4.000 1.600 1.637  -0.005
C: -2.882 2.482 2.258  0.006
C: -3.722 3.752 2.674  0.013
C: -2.971 4.694 3.653  -0.016
C: -2.622 3.918 4.928  0.013
C: -1.752 2.677 4.603  -0.025
N: -2.301 1.854 3.476  0.474
O: -1.830 0.617 3.269  0.457
C: -0.296 3.106 4.337  0.050
C: -1.885 1.958 5.968  0.021
C: -1.958 2.870 1.148  0.020
H: -4.361 0.793 2.276  -0.008
H: -3.542 0.969 0.867  0.009
H: -4.730 2.171 1.069  0.003
H: -3.736 4.359 1.769  0.000
H: -4.679 3.382 3.036  -0.003
H: -3.512 5.635 3.759  0.000
H: -2.052 5.024 3.158  0.000
H: -3.603 3.614 5.289  -0.003
H: -1.990 4.493 5.602  0.000
H: 0.442 2.324 4.510  -0.009
H: -0.204 3.289 3.266  -0.021
H: -0.088 4.012 4.905  0.002
H: -1.562 0.927 5.799  0.000
H: -1.237 2.377 6.737  -0.001
H: -2.877 1.855 6.408  -0.002
H: -1.272 3.671 1.432  0.002
H: -2.336 3.157 0.168  -0.003
H: -1.370 1.973 0.927  0.007
Cl: -4.059 -6.136 -3.601  0.000
C: -3.321 -4.991 -2.454  0.000
C: -3.986 -5.091 -1.078  0.000
Cl: -3.669 -6.556 -0.110  0.000
H: -3.481 -4.006 -2.893  0.000
H: -2.235 -5.065 -2.475  0.000
H: -5.049 -4.902 -1.211  0.000
H: -3.598 -4.245 -0.508  0.000
Cl: -7.266 -0.889 -0.820  0.000
C: -5.687 -0.080 -0.679  0.000
C: -4.869 -0.185 -1.940  0.000
Cl: -5.505 0.610 -3.431  0.000
H: -5.109 -0.539 0.119  0.000
H: -5.909 0.960 -0.445  0.000
H: -4.632 -1.239 -2.083  0.000
H: -3.881 0.224 -1.730  0.000
Cl: -1.503 -6.717 4.358  0.000
C: -0.778 -7.166 2.813  0.000
C: -0.522 -5.995 1.829  0.000
Cl: -0.273 -6.737 0.242  0.000
H: -1.555 -7.712 2.281  0.000
H: 0.114 -7.750 3.018  0.000
H: 0.314 -5.344 2.086  0.000
H: -1.371 -5.311 1.832  0.000